Record 1
Density functional theory data (ωB97M-V with the def2-TZVPD basis set) for a structure of composition C12H10ClN3Zn at a distorted geometry.

The relative energy (zero: lowest compared OMol25 entry of this formula, charge and spin) comes out at 6.72 kJ/mol. The value obtained for the frontier orbital gap is 0.229 hartree. Its total charge is -2. The HOMO energy comes out at -1.12 eV.

Last column: Mulliken charge in e.
Cartesian coordinates (Å):
Zn -0.10802 0.72405 -0.30895  0.63
Cl 1.85559 1.84504 -0.15137  -0.58
N -0.86203 0.65307 6.67945  -0.63
N -0.84433 0.82242 2.03167  -0.44
N -1.66273 0.87157 4.34394  -0.68
C -0.94566 -2.07689 1.09310  -0.82
C 0.24187 2.49324 -2.59342  -0.57
C 0.74742 0.50261 -3.67174  -0.42
C -1.20631 0.73796 5.55116  0.51
C -0.67952 0.62211 -3.60386  -0.53
C 1.31620 1.65881 -3.04904  -0.24
C 1.26128 -1.87864 0.43232  -0.73
C -0.99354 1.85386 -2.94024  -0.76
C -0.14997 -2.43739 2.18423  -0.33
C -1.18843 0.79995 3.16267  0.41
C 1.25587 -2.34888 1.77123  -0.45
C -0.09695 -1.60805 0.01949  -0.46
H -1.99902 -2.04440 1.07321  0.38
H -1.38559 -0.02564 -4.13160  0.35
H -0.36314 -1.59000 -1.01647  0.66
H 1.30935 -0.24826 -4.23996  0.35
H 2.09086 -2.56553 2.43935  0.37
H -0.48612 -2.72560 3.17094  0.45
H 2.37841 1.89492 -3.04720  0.30
H -1.98390 2.30633 -2.87322  0.41
H 0.34344 3.49646 -2.19086  0.40
H 2.15499 -1.73314 -0.13482  0.44

Record 2
Density functional theory data (ωB97M-V with the def2-TZVPD basis set) for a structure of composition C18H36O36S9 at a distorted geometry.

The relative energy (zero: lowest compared OMol25 entry of this formula, charge and spin) comes out at 910.78 kJ/mol. The value obtained for the frontier orbital gap is 0.406 hartree. The HOMO energy comes out at -11.02 eV.

Last column: Mulliken charge in e.
Cartesian coordinates (Å):
S 6.67173 1.28319 5.63531  1.08
S 1.71211 -0.31969 -1.80820  1.07
S -3.26142 3.38688 2.65741  1.10
S 5.93116 2.69974 -6.23058  1.09
S -4.69175 -2.91094 5.72045  1.06
S 10.28695 -4.08759 2.43251  1.07
S -2.70737 4.98820 -6.01714  1.11
S -3.41817 -10.00221 1.62699  1.09
S -9.90308 3.22771 -3.22478  1.08
O -2.71285 2.68130 1.49829  -0.50
O 7.09151 0.06715 6.34325  -0.53
O -5.07539 -9.80432 1.65907  -0.32
O 3.09254 -0.59717 -1.54707  -0.49
O 10.49504 -2.78553 1.40437  -0.33
O 9.01131 -4.70329 1.43041  -0.34
O -2.07782 3.69419 -6.05563  -0.53
O -10.86668 2.25044 -2.71303  -0.53
O -3.37175 -3.50798 5.89043  -0.52
O -3.35620 -10.14808 3.22408  -0.31
O 0.85114 -1.48399 -1.04896  -0.32
O -2.35335 3.08241 3.96748  -0.33
O -1.67173 6.14059 -6.16947  -0.30
O 11.47310 -4.91962 2.41090  -0.50
O 6.72550 2.95966 -7.76577  -0.38
O 5.74098 3.94626 -5.52379  -0.49
O -5.18879 -2.83044 4.36637  -0.50
O 6.75577 1.22949 4.03717  -0.25
O -10.34305 4.62266 -3.22950  -0.49
O 9.85788 -3.63062 3.73603  -0.49
O 7.85148 2.45187 5.67957  -0.32
O 4.48795 2.15581 -6.99373  -0.32
O 6.62024 1.57845 -5.61706  -0.49
O -4.57579 -1.45328 6.45131  -0.31
O -5.80836 -3.46251 6.85963  -0.31
O -9.52134 2.60843 -4.67593  -0.36
O -8.34666 2.90761 -2.74060  -0.33
O -2.73934 -8.73031 1.24771  -0.53
O 5.33545 1.80476 6.07090  -0.55
O 1.16362 1.00867 -1.46095  -0.51
O -3.87540 5.23567 -6.85733  -0.53
O -3.00500 -11.23455 1.06944  -0.50
O 1.15365 -0.88240 -3.25035  -0.30
O -2.90161 5.45121 -4.47665  -0.31
O -2.75393 4.93562 2.84999  -0.36
O -4.62592 3.21558 2.96517  -0.50
C -5.70073 -1.10183 7.33065  -0.21
C -6.59019 -2.37344 7.24232  -0.26
C -7.79878 1.68507 -3.34399  -0.22
C 8.42715 -3.60572 0.79325  -0.44
C 9.55221 -2.71325 0.28554  -0.16
C -0.04016 -2.21006 -1.80857  -0.21
C -8.60662 1.46945 -4.64956  -0.26
C -1.08157 3.75410 3.99294  -0.29
C -1.35611 5.14827 3.38469  -0.20
C 7.56549 3.38544 4.73130  -0.32
C -5.46684 -9.22217 2.87961  -0.23
C 5.81501 2.79933 -8.89442  -0.23
C -0.80557 6.12113 -5.03920  -0.28
C 7.23373 2.56511 3.55569  -0.18
C -0.17405 -1.27638 -3.10005  -0.32
C 4.66000 1.96841 -8.35998  -0.21
C -1.71961 5.79234 -3.82477  -0.25
C -4.65450 -10.06744 3.78182  -0.38
H -1.03414 -0.63383 -3.28836  0.29
H 0.46490 -3.16195 -1.97268  0.25
H -0.10282 -1.88587 -4.00092  0.26
H -5.28682 -0.82604 8.30054  0.23
H -0.90168 3.87834 5.06079  0.29
H 6.81772 4.11709 5.03730  0.22
H 4.62772 0.90805 -8.61042  0.28
H 7.73001 -3.15386 1.49888  0.31
H -6.97449 -2.62354 8.23119  0.31
H -5.36026 -8.13769 2.90427  0.27
H 10.13484 -3.15437 -0.52320  0.28
H -4.96655 -11.10444 3.90563  0.29
H 0.08447 5.52235 -5.23254  0.30
H -1.93851 6.73800 -3.32887  0.26
H 6.48030 2.96749 2.87854  0.31
H -0.33724 3.21985 3.40248  0.27
H -6.72239 1.65866 -3.51366  0.31
H -7.88785 1.42008 -5.46751  0.29
H -6.51178 -9.51526 2.98100  0.26
H 7.68671 -3.92836 0.06130  0.35
H -1.38301 5.02378 -3.12897  0.26
H 6.50664 2.45466 -9.66315  0.27
H 5.56843 3.73962 -9.38755  0.24
H -0.99464 -2.46590 -1.34857  0.30
H -7.98095 0.81538 -2.71269  0.24
H 8.59264 3.74069 4.81419  0.26
H 8.25495 2.50929 3.17875  0.26
H -7.42819 -2.14100 6.58519  0.27
H 9.07834 -1.73651 0.18797  0.26
H -6.11128 -0.18681 6.90369  0.25
H -0.52861 7.14052 -4.77045  0.25
H -0.63809 5.46699 2.62908  0.27
H -9.17371 0.53859 -4.64714  0.26
H -4.73014 -9.82369 4.84152  0.36
H 3.76580 2.46577 -8.73564  0.24
H -1.21557 5.91656 4.14500  0.26

Record 3
Density functional theory data (ωB97M-V with the def2-TZVPD basis set) for a cluster of 12 separate species, C22H62BClFO17S in total at a distorted geometry.

The relative energy (zero: lowest compared OMol25 entry of this formula, charge and spin) comes out at 239.12 kJ/mol. The value obtained for the frontier orbital gap is 0.220 hartree. Its total charge is -1. The HOMO energy comes out at -4.69 eV.

Last column: Mulliken charge in e.
Cartesian coordinates (Å):
Cl 3.33061 2.92795 -0.96453  -0.29
S 2.20323 1.21419 -1.46982  1.02
F -4.82930 -1.73588 -3.11581  -0.46
O -2.93705 3.08990 -2.42875  -0.02
O -4.64126 -3.02724 -5.43973  -0.44
O -2.02777 4.08188 -2.38857  -0.54
O -8.13707 1.89478 -3.93374  -0.56
O 3.00737 -0.06627 -1.29937  -0.54
O -5.43710 0.56743 2.05402  -0.45
O 11.00492 5.97087 3.74064  -0.48
O 1.57298 -3.97879 0.91774  -0.51
O 6.09100 5.14845 -0.54627  -0.45
O -4.90661 -2.35622 0.76516  -0.46
O -2.10135 -0.71588 -3.82926  -0.56
O -3.54822 1.06378 -3.66700  -0.58
O 0.97717 1.12007 -0.59166  -0.50
O 1.94139 -7.04614 4.74623  -0.47
O 9.68165 7.80576 0.10177  -0.55
O -2.40765 -1.81123 7.59833  -0.49
O -0.55125 -4.08036 4.91490  -0.46
C -3.30128 0.63486 -2.28324  -0.16
C 10.06776 7.64357 1.45892  -0.46
C 3.35655 -6.98190 4.81672  -0.52
C -4.94681 -2.62314 -6.76372  -0.63
C -2.49362 1.91340 -1.68727  -0.36
C -1.11589 1.30739 -4.81884  0.09
C 1.78443 -3.90196 2.31867  -0.31
C 11.98917 4.95953 3.59232  -0.55
C 1.79138 1.43736 -3.29829  -0.61
C 0.14845 0.35058 -5.16633  -0.60
C -5.35023 0.33555 3.44886  -0.56
C -0.16971 -4.25024 6.27146  -0.68
C -1.44576 -1.25316 -1.36871  -0.91
C -2.84641 -3.38805 -3.20375  -0.98
C 1.15539 0.09394 -3.93149  -0.23
C -3.54065 -2.08315 -2.49632  0.48
C 6.47541 4.98639 0.80880  -0.19
C -2.54087 -0.79345 -2.45752  2.25
C -1.51547 -0.72743 7.80509  -0.55
C -6.24503 -2.51614 0.32160  -0.54
C -0.60466 -1.71959 -0.45502  -0.78
C -6.71738 1.95805 -3.86582  -0.21
B -2.53571 0.46983 -4.59736  0.49
H -1.35534 1.73239 -1.71772  0.00
H 1.88717 -2.85412 2.60383  0.26
H 0.08728 -5.29771 6.45113  0.35
H 12.73565 5.29674 2.87186  0.21
H 3.75467 -7.99702 4.84907  0.24
H -6.60270 -3.51421 0.58755  0.29
H -1.32201 -4.64484 4.76264  0.26
H -1.70676 -3.21923 -3.37420  0.19
H -6.27368 -2.39898 -0.76266  0.15
H 1.48551 -4.91552 0.69348  0.24
H 6.73770 3.94157 0.99333  0.26
H 0.70043 -3.62422 6.47530  0.22
H -3.75924 -2.41041 -1.38784  -0.01
H -2.92253 -4.33319 -2.52289  0.29
H -1.28199 1.96821 -5.76965  0.17
H -2.08278 0.20013 7.91484  0.28
H 0.31473 -2.29603 -0.01575  0.16
H 5.32213 4.57976 -0.69414  0.26
H -4.23361 0.56778 -1.60108  0.27
H -2.90052 -1.62357 6.78733  0.29
H -6.17403 -0.30978 3.76699  0.24
H -6.33066 2.47810 -4.74537  0.24
H 7.34338 5.61719 1.00785  -0.11
H 3.74587 -6.46881 3.93363  0.23
H 8.91295 7.23750 -0.04670  0.30
H -0.99286 -3.94950 6.92396  0.29
H -6.41648 2.48526 -2.95734  0.22
H 0.67671 -0.50760 -3.06011  -0.03
H -5.14296 -2.45288 -4.84171  0.22
H 5.65241 5.28713 1.46213  0.26
H -5.41875 1.29126 3.97050  0.25
H -3.33284 -3.61232 -4.22735  0.29
H -4.39397 -3.25375 -7.46218  0.25
H -1.10586 3.74706 -2.52738  0.36
H 10.35781 5.64689 4.38257  0.28
H -0.94314 -0.91038 8.71562  0.22
H -4.91061 -2.46501 1.72678  0.26
H 2.69937 -4.44029 2.58164  0.18
H 12.47335 4.77358 4.55438  0.27
H -8.46221 2.80507 -3.95292  0.29
H -3.20486 0.30142 -5.58247  -0.45
H 2.04922 -0.52204 -4.35981  0.35
H 3.65593 -6.44704 5.72173  0.24
H 0.93037 -4.33719 2.84294  0.15
H -6.01926 -2.73674 -6.94497  0.26
H -0.90622 2.06312 -3.96000  -0.47
H 1.61570 -6.13473 4.71871  0.30
H 11.52162 4.04213 3.22599  0.27
H 9.24448 7.94428 2.11240  0.23
H -0.83047 -0.64819 6.95717  0.25
H -5.37371 -0.29458 1.61710  0.26
H 10.93545 8.27418 1.65772  0.30
H -4.65201 -1.58048 -6.90650  0.25
H -6.31850 0.94341 -3.84272  0.01
H -0.17395 -0.67956 -5.58137  0.20
H 10.32931 6.60062 1.64307  0.15
H -2.76232 2.10999 -0.56835  0.36
H 1.12916 2.37319 -3.37612  0.35
H -4.39253 -0.13702 3.68433  0.25
H 0.77960 0.86278 -6.00531  0.37
H 2.81571 1.68256 -3.80118  0.46
H -6.87911 -1.75572 0.78519  0.32